The following is a DFT calculation (the ωB97M-V functional and the def2-TZVPD basis) of a cluster of 2 separate species, C5H10NOS in total in a non-equilibrium geometry.

Structure (XYZ):
```
18
Properties=species:S:1:pos:R:3:nbo_charge:R:1
C -0.80995 0.21599 -1.15658 -0.271
C 0.52520 -1.55556 2.72970 0.332
C -0.56466 -1.27189 -1.48540 -0.569
C 1.53371 0.07224 -0.53391 -0.075
C 0.25140 2.28930 -0.20159 -0.359
N 0.23564 0.70912 -0.25884 -0.516
O -0.21004 -0.90783 2.02163 -0.580
S 1.23949 -1.46582 -1.09812 0.514
H -0.72009 0.85215 -2.13892 0.241
H -1.91616 0.43255 -0.73595 0.271
H 1.52507 -1.36856 3.17918 0.163
H 0.20180 -2.71603 2.87441 0.125
H -1.19966 -1.91494 -0.87234 0.259
H -0.60801 -1.54410 -2.54443 0.268
H -0.00108 2.62214 -1.15300 0.221
H -0.63566 2.47619 0.36176 0.217
H 1.10124 2.68604 0.25362 0.250
H 0.05175 0.38900 0.75878 0.508
```

Summary:
Charge = +1
Energy = -19709.2849 eV
Frontier orbital gap = 9.32 eV
Molecular weight = 132.21 g mol⁻¹
Spin multiplicity = 1
Energy relative to the best compared isomer or geometry (same formula, charge and spin) = 83.8 kcal/mol
Largest force on an atom = 4.18 eV Å⁻¹